No. 1
A structure of composition C6H9N, computed with the ωB97M-V functional and the def2-TZVPD basis.

Calculated values
HOMO energy, eV: -8.93
Lowest unoccupied orbital energy, eV: 1.117

Structure (ORCA input):
```
! RIJCOSX wB97M-V def2-TZVPD def2/J DEFGRID3
* xyz 0 1
N 4.4671 0.3210 -0.1093
C -0.5144 0.2680 0.6904
C 3.4271 -0.1918 0.0191
C -1.9842 0.5340 0.6060
C -0.0245 -1.1348 0.2799
C -0.1710 1.3415 -0.3368
C -1.7466 1.6015 -0.1796
H -0.7033 -1.8101 0.6428
H -2.8973 0.0485 1.0773
H -2.3793 2.4121 -0.5794
H 0.8924 -1.0844 0.7370
H 0.0738 -1.2046 -0.8825
H -0.0248 0.9288 -1.3675
H 0.4122 2.1853 -0.3113
H -0.0226 0.5036 1.7089
H 5.3893 0.6870 -0.1820
*
```

***

No. 2
A structure of composition C31H31CoN3O6S2, computed with the ωB97M-V functional and the def2-TZVPD basis.

Calculated values
HOMO energy (alpha / beta), eV: -11.44 / -11.44
Lowest unoccupied orbital energy (alpha / beta), eV: -2.943 / -2.944

Structure (ORCA input):
```
! RIJCOSX wB97M-V def2-TZVPD def2/J DEFGRID3
* xyz 1 1
Co -1.3150 0.7768 0.0299
S -2.0177 -1.1668 -0.9279
S 1.4740 0.5189 1.1084
O -1.0694 3.9581 2.3123
O -0.6487 2.2594 0.9570
O -4.5275 2.9104 0.6519
O -2.9933 1.5399 -0.1711
O -1.7805 -0.1322 1.7015
O 0.5120 0.0552 -0.0053
N -0.5231 -2.3650 -2.8294
N -0.9730 1.7223 -1.6925
N -0.5007 -0.2048 -3.0019
C -3.2270 -0.0927 1.9936
C -1.0411 1.8678 -4.0777
C -3.7003 2.0494 0.8148
C 0.2970 -0.7124 -4.0259
C -1.2821 3.2289 -4.0122
C 2.6172 1.7089 0.3632
C 3.3908 0.9168 -3.2523
C 2.7188 1.3381 -2.1154
C 0.9677 -2.9932 4.0851
C -3.2955 -0.8462 3.3098
C 0.7308 -2.7364 1.3331
C -1.2481 2.8078 2.0042
C 2.4935 -0.9543 1.2775
C 1.7740 -2.0962 3.4002
C 5.2725 0.2664 -1.9114
C -1.3450 3.8300 -2.7693
C 1.6662 -1.9689 2.0185
C -3.4456 1.4112 2.1750
C -0.8685 1.1648 -2.8995
C 0.0365 -3.7573 3.3947
C -0.0836 -3.6245 2.0184
C -0.8093 -3.7043 -2.3377
C 4.6063 0.7005 -0.7756
C 0.2805 -2.0499 -3.9129
C -2.0973 1.8534 2.8416
C 4.6641 0.3738 -3.1532
C -1.2164 3.0437 -1.6417
C -1.9890 -0.3958 4.0030
C 3.3244 1.2358 -0.8670
C -1.3685 0.5178 2.9580
C -0.9928 -1.2377 -2.2698
H 3.3110 1.9544 1.1705
H -1.0085 1.3483 -5.0237
H -2.1599 0.1407 4.9346
H -4.2966 1.6386 2.8121
H -3.3027 -1.9213 3.1375
H 3.3963 -0.6750 1.8226
H 2.4998 -1.5001 3.9418
H 6.2726 -0.1377 -1.8289
H 0.8092 -0.0724 -4.7186
H 5.1897 0.0546 -4.0433
H -1.4283 3.7998 -4.9189
H 0.7701 -2.8084 -4.4967
H -0.4700 -4.4207 -3.0800
H -0.2879 0.5807 2.9841
H -0.8130 -4.2145 1.4782
H -4.1927 -0.5809 3.8657
H -1.5272 4.8881 -2.6547
H -3.7633 -0.5358 1.1596
H 2.9327 1.0316 -4.2258
H 1.0692 -3.0986 5.1572
H -2.2662 2.3246 3.8067
H -0.5890 -4.4604 3.9289
H 1.7336 1.7831 -2.1898
H 5.0972 0.6415 0.1893
H 0.6263 -2.6115 0.2628
H 1.9820 2.5794 0.1888
H -0.2924 -3.8769 -1.3948
H -1.3341 -1.2418 4.2045
H 2.7562 -1.2692 0.2668
H -1.3016 3.4620 -0.6525
H -1.8798 -3.8194 -2.1861
*
```

***

No. 3
A structure of composition C44H36BrINO2Y, computed with the ωB97M-V functional and the def2-TZVPD basis.

Calculated values
HOMO energy, eV: -8.33
Lowest unoccupied orbital energy, eV: 0.443

Structure (ORCA input):
```
! RIJCOSX wB97M-V def2-TZVPD def2/J DEFGRID3
* xyz 0 1
I -3.1462 -0.6386 1.9379
Y -0.4316 0.0865 -0.0101
Br -5.1960 -2.4432 -0.3006
O -1.6470 -1.2514 -1.1068
O 0.6742 -0.6371 1.6154
N 1.2761 -0.9651 -1.4154
C 2.9545 -2.8797 -2.4547
C -1.6132 -3.3950 -2.1601
C 1.9797 -1.0980 1.7070
C 2.4488 -1.2235 -0.8112
C -6.5992 1.3917 -0.8152
C -1.1954 -5.6332 -2.9827
C 0.6202 2.4526 -0.8569
C 0.4155 2.5814 0.5330
C 3.4339 -4.6216 1.6729
C 0.8999 -1.6510 -2.5130
C -1.6313 2.4359 -0.4805
C -1.6178 -6.1699 -1.7754
C 2.5507 -0.6040 3.0366
C 1.7348 -2.6195 -3.0530
C 2.5398 -0.7723 5.4466
C -6.3941 0.0274 -0.8982
C 2.7822 -0.5266 0.4864
C -0.6454 2.3720 -1.4839
C -1.1990 -4.2578 -3.1708
C -0.9755 2.5534 0.7701
C -5.8225 2.1600 0.0413
C -4.4147 0.3595 -3.7296
C -2.0223 -3.9444 -0.9496
C 3.2750 -3.2656 1.9040
C -5.1787 -0.5105 -4.4961
C -0.4342 -1.3540 -3.1465
C 1.1941 -4.7332 0.8275
C -5.4087 -0.5773 -0.1275
C -2.0336 -5.3189 -0.7614
C 3.3200 -2.1763 -1.3246
C -1.6699 -1.8746 -2.3391
C 2.1333 -1.2347 4.2069
C -3.3091 -0.1083 -3.0388
C 3.7945 0.9703 4.3841
C -4.8206 -1.8476 -4.5634
C -4.8441 1.5571 0.8106
C 3.3761 0.3338 5.5399
C -3.7024 -2.3109 -3.8792
C 3.3818 0.5038 3.1407
C 2.3925 -5.3607 1.1245
C 2.0758 -2.6231 1.5971
C 1.0346 -3.3725 1.0694
C -4.6241 0.1838 0.7301
C -2.9317 -1.4484 -3.1096
H 2.5667 0.5419 0.4008
H -1.6216 -7.2422 -1.6249
H 2.5163 -6.4200 0.9363
H 1.5739 2.4701 -1.3638
H 1.4220 -3.1619 -3.9338
H -0.8918 -3.8613 -4.1319
H 1.1765 2.6911 1.2909
H -6.9832 -0.5815 -1.5696
H -4.2404 2.1500 1.4858
H -0.8673 -6.2852 -3.7830
H 3.7174 1.0233 2.2519
H 2.2050 -1.2757 6.3452
H -1.4529 2.6596 1.7331
H -0.5629 -0.2705 -3.2225
H 3.6118 -3.6368 -2.8637
H 4.4441 1.8346 4.4447
H -5.9783 3.2281 0.1154
H -0.4306 -1.7422 -4.1657
H 1.4794 -2.0960 4.1384
H 4.3715 -5.1042 1.9209
H 3.6971 0.6930 6.5095
H 0.3748 -5.2926 0.3943
H -0.8308 2.3302 -2.5474
H -4.6901 1.4052 -3.6606
H -2.3317 -3.2756 -0.1581
H 4.0910 -2.6938 2.3337
H 4.2550 -2.3708 -0.8185
H 3.8542 -0.6440 0.6539
H 0.0921 -2.8980 0.8245
H -3.4524 -3.3616 -3.9372
H -5.4126 -2.5408 -5.1487
H -2.3637 -5.7274 0.1868
H -7.3664 1.8536 -1.4231
H -2.6994 2.4450 -0.6386
H -2.7374 0.5743 -2.4224
H -6.0473 -0.1485 -5.0326
*
```

***

No. 4
A cluster of 2 separate species, C2HCl2NO in total, computed with the ωB97M-V functional and the def2-TZVPD basis.

Calculated values
HOMO energy (alpha / beta), eV: -8.24 / -7.81
Lowest unoccupied orbital energy (alpha / beta), eV: -0.262 / -0.508

Structure (ORCA input):
```
! RIJCOSX wB97M-V def2-TZVPD def2/J DEFGRID3
* xyz 0 1
Cl 1.2147 -1.9913 1.1447
Cl -1.3394 -4.0479 1.7799
O -2.9391 -2.0713 1.7149
N -0.3209 0.0257 0.1937
C -1.8462 -2.4520 1.5249
C 0.0705 -0.9400 0.7815
H 0.1571 0.8114 -0.2840
*
```

***

No. 5
The molecule C5H8Si, computed with the ωB97M-V functional and the def2-TZVPD basis.

Calculated values
HOMO energy, eV: -9.29
Lowest unoccupied orbital energy, eV: 0.572
SMILES: C#C/C=C\[SiH2]C

Structure (ORCA input):
```
! RIJCOSX wB97M-V def2-TZVPD def2/J DEFGRID3
* xyz 0 1
Si -1.5450 0.4518 0.3011
C 1.2931 1.1962 -0.1785
C -1.3186 -1.3564 -0.2277
C 1.9784 -0.0114 0.0830
C -0.0159 1.4771 -0.1371
C 2.7809 -0.8975 0.2375
H -1.7748 0.5357 1.7523
H 3.3672 -1.7472 0.4248
H -0.6214 -1.8693 0.4280
H -2.2621 -1.8937 -0.1926
H -2.6809 1.0554 -0.4132
H -0.9285 -1.4355 -1.2392
H 1.9885 1.9905 -0.4480
H -0.2610 2.5045 -0.3905
*
```

***

No. 6
The molecule C22H20N6O2, computed with the ωB97M-V functional and the def2-TZVPD basis.

Calculated values
HOMO energy, eV: -7.92
Lowest unoccupied orbital energy, eV: -0.010
SMILES: Cc1nn(-c2ccccc2)c(C)c1-c1cc(C(=O)N/N=C/c2ccc(O)cc2)[nH]n1

Structure (ORCA input):
```
! RIJCOSX wB97M-V def2-TZVPD def2/J DEFGRID3
* xyz 0 1
O 7.8442 -3.2990 -0.1098
O 1.3046 4.0864 0.1141
N 3.0715 2.7262 0.0313
N -4.3567 -0.6223 0.0659
N 0.2194 -0.3565 -0.0754
N 3.6863 1.5363 0.0067
N 1.2329 0.4861 -0.0763
N -3.7756 -1.8019 0.3465
C -2.1943 -0.2299 0.0911
C -1.5118 -2.6777 0.6671
C -6.4699 0.5356 0.4413
C -7.8494 0.5457 0.3372
C 7.1703 -2.1252 -0.0884
C 5.7794 -2.1642 0.0171
C 1.7096 2.9404 0.0671
C -3.7650 1.7357 -0.5661
C 5.0549 -0.9959 0.0414
C 0.8346 1.7770 0.0416
C -2.4792 -1.5934 0.3735
C -7.8071 -1.6433 -0.6361
C -8.5209 -0.5359 -0.2064
C -3.4331 0.3616 -0.1087
C -5.7523 -0.5632 -0.0201
C 7.8164 -0.8947 -0.1648
C -0.5504 1.7441 0.1208
C 4.9616 1.4918 -0.0172
C 7.0850 0.2741 -0.1386
C 5.6925 0.2475 -0.0385
C -0.8885 0.3796 0.0415
C -6.4293 -1.6607 -0.5457
H 5.5573 2.4122 -0.0252
H -5.9592 1.3652 0.9032
H -2.0501 -3.5902 0.9071
H -8.4027 1.4020 0.6940
H 8.8950 -0.8584 -0.2441
H 3.9813 -1.0353 0.1314
H 5.2941 -3.1248 0.0796
H -9.5977 -0.5205 -0.2841
H -1.1933 2.5885 0.2448
H -0.8738 -2.3928 1.5011
H -5.8553 -2.5152 -0.8670
H 2.1966 0.1873 -0.1506
H -2.9759 2.0944 -1.2242
H 7.5980 1.2231 -0.1990
H -3.8442 2.4281 0.2731
H -8.3273 -2.4956 -1.0470
H -0.8695 -2.8421 -0.1954
H -4.7067 1.7413 -1.1120
H 3.6358 3.5805 0.0444
H 8.7934 -3.1399 -0.1833
*
```